{
  "formula": "C31H63NO6S",
  "method": "ωB97M-V with the def2-TZVPD basis set",
  "gap_ev": 9.61,
  "smiles": "C#CCO[C@@H](CCCCCCCCCCCCCCC)[C@@H](OCCC)OCNCCCC.CCOS(C)(=O)=O",
  "lumo_energy_ev": 0.48,
  "homo_energy_ev": -9.13,
  "max_force_ev_per_a": 9.98,
  "species": ["C", "C", "C", "O", "C", "C", "C", "C", "C", "C", "C", "C", "C", "C", "C", "C", "C", "C", "C", "C", "C", "O", "C", "C", "C", "O", "C", "N", "C", "C", "C", "C", "H", "H", "H", "H", "H", "H", "H", "H", "H", "H", "H", "H", "H", "H", "H", "H", "H", "H", "H", "H", "H", "H", "H", "H", "H", "H", "H", "H", "H", "H", "H", "H", "H", "H", "H", "H", "H", "H", "H", "H", "H", "H", "H", "H", "H", "H", "H", "H", "H", "H", "H", "H", "H", "H", "H", "O", "S", "O", "O", "C", "C", "C", "H", "H", "H", "H", "H", "H", "H", "H"],
  "positions_angstrom": [[-0.2519, -7.2887, 2.2662], [-1.4299, -6.7480, 1.6748], [-2.7879, -6.0021, 1.0462], [-2.9162, -4.5910, 1.4836], [-1.9504, -3.7277, 0.7258], [-2.7451, -2.6507, -0.2684], [-4.0773, -1.9871, 0.4380], [-4.3121, -0.3869, 0.0127], [-4.1647, -0.1193, -1.5979], [-4.3760, 1.4444, -2.0624], [-3.4610, 2.3778, -1.0735], [-2.7762, 3.6861, -1.7847], [-1.6189, 4.2330, -0.7077], [-2.2508, 4.7811, 0.7025], [-1.5979, 4.0804, 2.0559], [-2.2974, 2.6594, 2.4791], [-1.3967, 1.7255, 3.4947], [-0.6530, 0.5784, 2.5898], [0.5526, 1.1273, 1.6239], [1.6006, 2.1651, 2.3394], [-0.8907, -2.9569, 1.7630], [-0.2933, -3.9144, 2.7175], [0.0602, -3.2747, 3.9941], [1.6736, -2.9826, 4.1898], [2.0080, -1.3647, 4.4476], [0.1015, -2.1838, 0.9893], [0.9991, -3.0533, 0.2133], [2.4427, -2.7117, 0.5157], [2.9824, -1.6149, -0.3836], [3.2159, -2.0576, -1.9457], [2.2305, -1.1638, -2.9475], [1.2755, -2.1868, -3.8440], [0.6304, -7.4824, 3.0457], [-2.8253, -6.1164, -0.1415], [-3.6969, -6.6653, 1.4371], [-1.3882, -4.4822, -0.0040], [-3.1093, -3.2746, -1.2029], [-2.0420, -1.7830, -0.6519], [-5.0568, -2.6169, 0.3239], [-3.8334, -1.9447, 1.6057], [-5.4025, -0.0233, 0.3350], [-3.5548, 0.2168, 0.6854], [-5.0472, -0.7333, -2.1171], [-3.1709, -0.5564, -2.0613], [-5.5111, 1.7756, -1.9040], [-4.1366, 1.6395, -3.1996], [-2.5570, 1.6871, -0.7108], [-4.0394, 2.6653, -0.0799], [-2.2043, 3.4181, -2.7699], [-3.5948, 4.5384, -1.9271], [-0.9816, 3.2693, -0.4390], [-0.9347, 4.9961, -1.2761], [-1.9467, 5.9334, 0.7746], [-3.4292, 4.7615, 0.7545], [-0.4310, 4.0498, 1.9584], [-1.8270, 4.8410, 2.9465], [-2.4962, 2.0184, 1.5194], [-3.3569, 2.8109, 3.0033], [-0.6975, 2.3230, 4.2180], [-2.1767, 1.1480, 4.1870], [-1.4821, 0.1186, 1.8650], [-0.3047, -0.3375, 3.2673], [1.1902, 0.1688, 1.3124], [0.0924, 1.5268, 0.6032], [1.6779, 3.1100, 1.6459], [1.3340, 2.4655, 3.4391], [2.6606, 1.6236, 2.3962], [-1.5631, -2.1469, 2.3254], [-0.2256, -4.0596, 4.8469], [-0.5392, -2.3011, 4.2444], [2.0238, -3.5192, 5.1959], [2.3503, -3.4220, 3.3410], [1.0796, -0.8189, 4.9625], [2.0534, -0.8976, 3.3504], [3.0031, -1.1986, 5.0534], [0.8618, -4.2011, 0.3951], [0.7319, -2.8694, -0.9335], [2.4501, -2.2815, 1.4853], [4.0550, -1.3331, 0.0566], [2.3607, -0.6171, -0.3580], [4.3261, -1.7664, -2.2725], [2.9760, -3.1824, -2.1768], [2.8390, -0.5000, -3.7074], [1.4879, -0.4667, -2.3611], [0.5748, -1.6127, -4.5933], [0.5668, -2.8314, -3.1440], [2.0082, -2.9351, -4.3674], [6.0889, 2.9447, -2.6496], [4.7261, 2.7081, -3.0778], [4.3599, 1.5590, -3.8765], [4.1573, 4.0522, -3.8030], [4.8977, 4.6118, -4.8779], [4.6782, 3.8375, -6.1639], [3.6687, 2.7612, -1.6529], [5.9623, 4.6723, -4.6287], [4.5391, 5.6379, -5.0131], [5.1127, 2.8353, -6.0980], [5.1428, 4.3525, -7.0093], [3.6094, 3.7137, -6.3653], [3.8996, 3.6571, -1.0737], [3.8619, 1.8679, -1.0550], [2.6284, 2.7690, -1.9843]],
  "forces_ev_per_angstrom": [[-8.3, 4.5, -3.2], [7.8, -3.0, 4.1], [0.2, -1.4, 0.2], [1.5, -1.3, -1.8], [0.7, -0.4, -1.0], [-0.8, -0.4, 0.1], [0.5, 0.9, 1.2], [-0.1, -0.3, 0.1], [-1.1, -0.4, -0.8], [-0.4, 0.5, 1.1], [0.9, -0.4, -0.4], [0.2, 0.3, 1.7], [-0.6, -1.2, -0.4], [0.8, 1.2, 0.4], [-1.0, 0.9, 0.5], [0.1, -0.2, 0.2], [-1.1, -0.9, -0.4], [-0.3, -0.3, -0.1], [0.3, -1.2, 0.0], [0.5, -0.4, -0.6], [-1.4, 0.1, -0.1], [-0.8, 3.0, -0.4], [0.7, -0.7, 1.6], [0.5, 0.4, 1.5], [-0.9, -0.3, -1.3], [-0.8, -2.5, 0.8], [0.4, -0.5, -1.2], [-1.2, 1.7, -0.3], [1.6, 0.5, -0.2], [-0.4, 1.4, -0.8], [-0.9, -0.6, -0.8], [0.3, -0.1, 0.7], [-2.5, 0.4, -2.3], [0.5, 0.4, 2.6], [2.0, 1.9, -0.5], [-0.8, 1.9, 1.7], [0.9, 1.3, 1.8], [-1.2, -2.0, 1.0], [2.0, 1.1, 0.0], [-0.7, -0.2, -2.4], [2.3, -0.9, -0.6], [-1.4, -1.0, -1.6], [1.9, 1.1, 1.1], [-1.9, 1.0, 1.1], [2.4, -0.9, -0.4], [-0.3, -0.6, 2.3], [-1.8, 1.5, -0.8], [1.1, -0.5, -2.2], [-1.4, 0.4, 1.7], [1.8, -1.8, 0.0], [-1.1, 2.0, -0.6], [-1.3, -1.3, 1.4], [-0.8, -2.4, -0.1], [2.4, -0.2, -0.3], [-2.3, -0.3, 0.1], [0.6, -1.6, -1.8], [0.4, 1.2, 1.8], [2.3, 0.1, -1.3], [-1.2, -1.0, -1.6], [1.7, 1.2, -1.4], [1.7, 1.0, 1.6], [-0.5, 2.2, -1.5], [-1.5, 2.0, 0.6], [1.0, -0.5, 2.3], [0.1, -1.7, 1.6], [0.3, -0.5, -2.3], [-2.2, 1.4, -0.2], [1.7, -1.7, -1.0], [0.5, 1.6, -2.0], [1.0, -1.8, -0.9], [-0.9, 0.9, -2.2], [-1.5, 0.8, 1.5], [2.2, -1.3, -0.8], [0.2, -0.6, 2.5], [-2.1, -0.3, -1.4], [0.0, 2.3, 0.1], [0.9, -0.3, 2.3], [-0.1, -0.9, -1.4], [-2.3, -0.6, -0.8], [0.9, -1.9, -0.1], [-2.4, -1.0, 0.9], [0.7, 2.1, 0.8], [-1.1, -1.3, 1.7], [1.6, -1.2, -0.9], [1.6, -1.2, 1.3], [1.5, 1.3, -1.3], [-1.6, 1.4, 0.6], [-1.0, -0.4, -0.7], [-0.2, 0.4, 0.0], [0.6, 0.8, 0.5], [0.0, -0.9, 1.1], [0.5, 0.3, -1.0], [0.0, -0.4, -0.1], [-0.1, 0.2, 0.0], [-0.1, -0.1, 0.1], [-0.1, -0.2, 0.3], [0.0, 0.2, 0.0], [-0.1, 0.0, 0.1], [0.1, 0.1, 0.0], [0.0, -0.1, -0.1], [0.1, 0.1, -0.2], [0.2, 0.0, 0.0]],
  "mulliken_charge": [-0.50, 0.02, -0.13, -0.33, -0.75, -0.25, -0.65, 0.20, -0.48, -0.71, 0.44, -0.85, 0.05, -0.82, -0.36, 0.43, -0.69, 1.58, 1.67, -1.25, -0.34, -0.20, -0.34, -0.49, -0.59, 0.40, 0.51, -0.34, 0.07, -0.68, 0.16, -1.09, 0.32, 0.27, 0.32, 0.64, 0.31, -0.08, 0.33, 0.27, 0.33, -0.40, 0.33, 0.18, 0.28, 0.30, -0.34, 0.22, 0.33, 0.25, -0.18, 0.37, 0.34, 0.28, -0.02, 0.35, -0.76, 0.37, 0.25, 0.31, -0.65, -0.92, -1.05, -0.21, 0.24, 0.25, 0.36, 0.14, 0.33, 0.19, 0.34, 0.38, 0.19, -0.06, 0.37, 0.15, -0.70, 0.09, 0.34, -0.25, 0.26, 0.35, 0.11, 0.07, 0.32, 0.19, 0.30, -0.66, 1.18, -0.56, -0.26, -0.37, -0.96, -0.96, 0.32, 0.27, 0.28, 0.38, 0.26, 0.41, 0.31, 0.33]
}